(1)
This record from the OMol25 dataset describes 3 unconnected molecules or ions with the total composition C3H13NO3 in a non-equilibrium geometry. The level of theory is the ωB97M-V functional and the def2-TZVPD basis.

- LUMO level: 0.5 eV
- Highest occupied orbital energy: -8.721 eV
- Net charge: 0

Structure (XYZ):
```
20
C3H13NO3, DFT the ωB97M-V functional and the def2-TZVPD basis
N -0.043 -1.530 1.249
C -1.002 -1.477 0.181
C -1.839 -0.215 0.231
C -1.108 0.864 -0.645
O -0.090 1.617 0.001
H 0.206 -0.687 1.729
H 0.674 -2.223 1.181
H -0.546 -1.617 -0.803
H -1.684 -2.374 0.265
H -2.293 0.080 1.169
H -2.778 -0.233 -0.323
H -1.796 1.641 -0.963
H -0.674 0.501 -1.624
H 0.517 0.952 0.354
O 1.620 2.245 -1.918
H 1.294 1.347 -1.792
H 0.862 2.806 -1.692
O 2.562 -0.377 1.279
H 3.260 -0.039 0.702
H 2.856 -1.279 1.419
```

---

(2)
This record from the OMol25 dataset describes 3 unconnected molecules or ions with the total composition C3H13NO3 in a non-equilibrium geometry. The level of theory is the ωB97M-V functional and the def2-TZVPD basis.

- LUMO level: 0.9 eV
- Highest occupied orbital energy: -8.901 eV
- Net charge: 0

Structure (XYZ):
```
20
C3H13NO3, DFT the ωB97M-V functional and the def2-TZVPD basis
N 1.386 -1.359 0.658
C 0.948 -1.317 -0.798
C 0.130 -0.157 -0.979
C 0.653 0.639 -2.240
O -0.275 1.755 -2.239
H 1.877 -2.198 0.927
H 2.038 -0.671 0.938
H 0.599 -2.274 -1.050
H 1.957 -1.160 -1.293
H -0.939 -0.462 -1.257
H 0.039 0.563 -0.178
H 1.650 1.078 -2.127
H 0.622 0.161 -3.119
H 0.208 2.362 -1.677
O -2.314 4.168 -0.453
H -2.137 4.256 -1.359
H -3.201 3.843 -0.290
O -0.261 -3.738 5.093
H -0.311 -4.643 4.842
H 0.311 -3.814 5.928
```

---

(3)
This record from the OMol25 dataset describes 4 unconnected molecules or ions with the total composition C3H13NO3 in a non-equilibrium geometry. The level of theory is the ωB97M-V functional and the def2-TZVPD basis.

- LUMO level: 0.9 eV
- Highest occupied orbital energy: -9.209 eV
- Net charge: 0

Structure (XYZ):
```
20
C3H13NO3, DFT the ωB97M-V functional and the def2-TZVPD basis
C -1.641 -2.393 0.534
C -0.623 -1.998 1.311
C -0.551 -0.487 1.431
N 0.439 0.150 2.290
H -1.735 -3.455 0.352
H -2.342 -1.641 0.213
H 0.009 -2.705 1.828
H -0.406 -0.034 0.436
H -1.502 0.058 1.531
H 0.222 0.107 3.283
H 1.313 -0.354 2.307
O 4.258 3.087 -1.576
H 3.691 3.610 -2.102
H 5.115 3.491 -1.749
O -2.112 -3.437 -3.345
H -2.030 -3.160 -4.267
H -1.232 -3.105 -3.112
O -0.303 3.921 -0.144
H -0.623 4.784 0.104
H 0.051 3.561 0.677
```

---

(4)
This record from the OMol25 dataset describes 4 unconnected molecules or ions with the total composition C3H13NO3 in a non-equilibrium geometry. The level of theory is the ωB97M-V functional and the def2-TZVPD basis.

- LUMO level: -4.7 eV
- Highest occupied orbital energy: -9.096 eV
- Net charge: 0

Structure (XYZ):
```
20
C3H13NO3, DFT the ωB97M-V functional and the def2-TZVPD basis
C 0.945 -0.755 1.624
C 1.573 -0.974 0.259
C 0.580 -1.725 -0.641
O 0.619 -1.382 -1.847
N 0.969 0.596 1.900
H -0.029 -1.176 1.636
H 1.500 -1.265 2.419
H 1.680 -0.048 -0.207
H 2.532 -1.490 0.359
H 0.570 -2.855 -0.541
H -0.447 -1.344 -0.169
H -1.904 -0.563 -1.843
H 0.837 0.786 2.824
H 0.227 1.092 1.216
H -1.809 0.679 -0.899
H -1.495 3.471 -2.932
O -2.432 0.037 -1.299
H -2.100 3.253 -2.699
H -0.878 2.331 0.441
O -0.937 1.334 0.399
```

---

(5)
This record from the OMol25 dataset describes 4 unconnected molecules or ions with the total composition C3H13NO3S in a non-equilibrium geometry. The level of theory is the ωB97M-V functional and the def2-TZVPD basis.

- LUMO level: -4.3 eV
- Highest occupied orbital energy: -7.975 eV
- Net charge: 0

Structure (XYZ):
```
21
C3H13NO3S, DFT the ωB97M-V functional and the def2-TZVPD basis
C 0.531 1.638 0.698
O -1.521 0.723 -1.085
C 1.345 0.715 -0.046
C 2.751 0.446 0.499
S 3.698 -0.509 -0.736
N 0.665 -0.634 -0.029
H 0.636 1.442 1.770
H 0.139 2.595 0.375
H -1.005 0.928 -0.305
H 1.349 0.976 -1.107
H 3.308 1.343 0.758
H 2.674 -0.204 1.369
H 4.404 -1.248 0.124
H -0.166 -0.537 -0.618
H 0.379 -0.933 0.900
H -2.476 0.520 -0.808
H -4.544 0.240 -0.645
O -3.743 -0.252 -0.458
H -2.973 -1.633 -0.303
H -2.981 -3.170 -0.359
O -2.469 -2.445 0.007
```

---

(6)
This record from the OMol25 dataset describes 4 unconnected molecules or ions with the total composition C3H13NO4 in a non-equilibrium geometry. The level of theory is the ωB97M-V functional and the def2-TZVPD basis.

- LUMO level: 0.1 eV
- Highest occupied orbital energy: -9.886 eV
- Net charge: 0

Structure (XYZ):
```
21
C3H13NO4, DFT the ωB97M-V functional and the def2-TZVPD basis
C 1.768 -1.161 0.544
C 1.652 -0.220 -0.612
N 1.282 -0.809 -1.959
C 0.372 0.747 -0.511
O -0.661 0.213 -0.205
H 2.138 -2.206 0.443
H 0.929 -1.056 1.224
H 2.637 -0.904 1.190
H 2.511 0.447 -0.668
H 1.228 -1.803 -1.813
H 1.912 -0.381 -2.621
H 0.602 1.762 -0.844
O -1.627 -2.057 0.952
H -1.848 -1.176 1.253
H -1.178 -2.071 0.124
O -1.082 2.771 1.522
H -1.381 1.881 1.310
H -0.196 2.871 1.121
O -3.381 0.971 0.044
H -3.189 1.596 -0.652
H -2.488 0.587 0.155
```

---

(7)
This record from the OMol25 dataset describes 4 unconnected molecules or ions with the total composition C3H13NO4 in a non-equilibrium geometry. The level of theory is the ωB97M-V functional and the def2-TZVPD basis.

- LUMO level: -4.6 eV
- Highest occupied orbital energy: -9.024 eV
- Net charge: 0

Structure (XYZ):
```
21
C3H13NO4, DFT the ωB97M-V functional and the def2-TZVPD basis
C -0.014 1.495 -0.637
N 0.045 0.389 -1.648
C -1.306 -0.205 -1.611
C -1.382 -1.380 -0.555
O 1.163 2.073 -0.267
H -0.785 2.228 -0.854
H -0.484 1.139 0.253
H -2.107 0.665 -1.501
H -1.459 -0.687 -2.508
H -2.486 -1.298 -0.296
H -1.219 -2.443 -0.881
H -0.677 -1.114 0.261
H 1.077 -1.224 1.380
H 0.665 -0.398 2.508
O 0.623 -1.290 2.217
H 1.197 -0.644 -0.964
H 2.693 -0.994 -0.516
O 1.817 -1.288 -0.402
H 0.590 1.682 3.047
H 1.196 1.960 0.763
O 0.853 1.335 2.211
```

---

(8)
This record from the OMol25 dataset describes 4 unconnected molecules or ions with the total composition C3H13NO4 in a non-equilibrium geometry. The level of theory is the ωB97M-V functional and the def2-TZVPD basis.

- LUMO level: -4.9 eV
- Highest occupied orbital energy: -8.761 eV
- Net charge: 0

Structure (XYZ):
```
21
C3H13NO4, DFT the ωB97M-V functional and the def2-TZVPD basis
C -1.574 0.980 -0.412
C -1.508 -0.499 -0.099
N -0.448 -1.231 -0.691
C -0.544 -2.626 -0.531
O -1.499 -0.752 1.293
H -0.835 1.587 0.133
H -2.561 1.361 -0.173
H -1.461 1.087 -1.493
H -2.469 -0.951 -0.397
H 0.462 -2.989 -0.247
H -1.207 -2.900 0.270
H -0.820 -3.050 -1.498
H 0.823 -0.694 0.343
H 1.212 0.666 1.006
O 1.188 -0.340 1.169
H 1.390 2.952 1.143
H 2.001 1.821 -0.653
O 1.092 2.159 0.687
H 3.248 1.863 -1.646
H -0.556 -0.638 1.554
O 2.343 1.557 -1.552
```

---

(9)
This record from the OMol25 dataset describes 4 unconnected molecules or ions with the total composition C3H13O3S in a non-equilibrium geometry. The level of theory is the ωB97M-V functional and the def2-TZVPD basis.

- LUMO level: 3.4 eV
- Highest occupied orbital energy: -3.100 eV
- Net charge: -1

Structure (XYZ):
```
20
C3H13O3S, DFT the ωB97M-V functional and the def2-TZVPD basis
C -0.256 -0.646 1.993
C 0.283 -1.008 0.523
C 0.321 0.177 -0.485
S -1.386 0.816 -0.880
H -0.220 -1.500 2.806
H -1.327 -0.540 1.896
H 0.218 0.316 2.254
H 1.268 -1.400 0.675
H -0.620 -1.724 0.241
H 0.751 -0.161 -1.426
H 1.002 0.923 0.007
H 0.956 -3.288 -1.139
H 1.634 -2.496 -2.168
O 1.845 -3.151 -1.505
H -3.033 4.064 -0.320
H -2.714 2.505 -0.266
O -3.488 3.190 -0.164
H 2.731 -0.146 0.902
H 3.809 -0.313 2.136
O 3.596 -0.092 1.205
```

---

(10)
This record from the OMol25 dataset describes 4 unconnected molecules or ions with the total composition C3H13O4S in a non-equilibrium geometry. The level of theory is the ωB97M-V functional and the def2-TZVPD basis.

- LUMO level: 3.0 eV
- Highest occupied orbital energy: -4.645 eV
- Net charge: -1

Structure (XYZ):
```
21
C3H13O4S, DFT the ωB97M-V functional and the def2-TZVPD basis
C -0.211 -0.502 -1.259
O -0.155 -0.757 0.094
C 1.041 0.384 -1.718
C 2.053 0.578 -0.609
S 3.707 0.878 -1.397
H -1.150 0.008 -1.523
H -0.093 -1.474 -1.822
H 1.427 -0.150 -2.618
H 0.779 1.423 -2.016
H 2.258 -0.309 0.172
H 1.737 1.356 0.061
H 3.493 1.387 -2.596
H 1.042 -1.562 1.549
H 0.523 -2.734 1.190
O 1.078 -2.453 1.945
H -1.575 0.966 1.570
H -1.354 -0.333 0.689
O -2.114 0.260 1.214
H -4.557 1.688 2.187
H -3.641 0.418 2.189
O -4.289 0.930 2.698
```

---

Results for frontier orbital gap: 9.199; 9.830; 10.091; 4.433; 3.684; 9.984; 4.413; 3.863; 6.462; 7.615 (in eV, following the order of the records).